(1)
Formula: C18H22ClN5O
Source: the OMol25 dataset
Level of theory: ωB97M-V with the def2-TZVPD basis set

XYZ file:
```
47
Properties=species:S:1:pos:R:3:mulliken_charge:R:1
Cl -2.510 0.737 7.125 -0.20
C -1.568 1.205 5.684 0.19
C -1.125 0.218 4.811 -0.59
C -0.285 0.610 3.714 -0.12
C 0.133 1.939 3.502 0.79
C 1.101 2.193 2.441 0.44
C 1.833 3.441 2.331 -0.47
N 2.786 3.563 1.350 -0.65
N 3.034 2.648 0.565 -0.26
C 2.283 1.529 0.611 0.38
N 2.567 0.502 -0.382 0.15
C 2.335 -0.949 0.004 -0.86
C 0.953 -1.451 -0.358 -0.66
N 0.516 -1.119 -1.784 0.36
C -0.683 -1.749 -2.366 -0.35
C -0.330 -2.161 -3.849 -0.58
C -1.516 -2.992 -4.433 -0.59
O -2.712 -2.268 -4.358 -0.43
C -3.101 -1.882 -3.016 -0.67
C -2.057 -1.009 -2.304 -0.82
C 0.667 0.363 -2.074 -0.44
C 2.096 0.863 -1.746 -1.27
N 1.376 1.299 1.485 -0.15
C -0.356 2.952 4.400 -0.57
C -1.222 2.546 5.430 -0.59
H -1.408 -0.831 4.707 0.36
H 0.072 -0.257 3.081 0.19
H 1.644 4.280 3.051 0.30
H 2.617 -0.946 1.060 0.47
H 3.000 -1.545 -0.615 0.33
H 0.918 -2.554 -0.278 0.38
H 0.274 -0.988 0.324 0.44
H -0.811 -2.786 -1.815 0.23
H 0.523 -2.814 -3.843 0.35
H -0.111 -1.270 -4.459 0.29
H -1.635 -3.858 -3.728 0.34
H -1.404 -3.204 -5.472 0.37
H -4.147 -1.487 -3.058 0.31
H -3.202 -2.894 -2.593 0.39
H -1.996 -0.101 -2.879 0.31
H -2.264 -0.699 -1.368 0.62
H -0.110 0.968 -1.541 0.24
H 0.483 0.441 -3.134 0.51
H 2.704 0.310 -2.516 0.35
H 2.139 1.927 -2.028 0.40
H -0.061 3.943 4.191 0.39
H -1.438 3.334 6.132 0.38
```

SMILES: Clc1ccc(-c2cnnc(N3CCN(C4CCOCC4)CC3)n2)cc1
E_tot: -1508.193730 Eh
HOMO: -0.303 Eh
LUMO: -0.54 eV


(2)
Formula: C5H10O
Source: the OMol25 dataset
Level of theory: ωB97M-V with the def2-TZVPD basis set

XYZ file:
```
16
Properties=species:S:1:pos:R:3:mulliken_charge:R:1
C -1.998 -0.469 0.906 -0.64
C -0.768 -0.589 0.405 -0.48
C 0.483 -0.254 1.117 0.21
C 1.704 -1.107 0.861 -0.62
C 1.649 0.290 0.331 -0.51
H -2.167 -0.107 1.918 0.24
H -2.875 -0.745 0.328 0.28
H -0.639 -0.959 -0.615 0.24
H 0.352 0.130 2.127 0.35
H 2.354 -1.320 1.705 0.24
H 1.593 -1.931 0.160 0.23
H 1.499 0.448 -0.734 0.18
H 2.264 1.047 0.810 0.26
O -0.847 2.168 -0.969 -0.66
H -1.191 1.576 -0.285 0.35
H -1.335 1.910 -1.759 0.32
```

SMILES: C=CC1CC1.O
E_tot: -271.695839 Eh
HOMO: -0.343 Eh
LUMO: 1.06 eV